Density functional theory data (wB97M-V/def2-TZVPD) for a cluster of 5 separate species, H10O5 in total in a non-equilibrium geometry.

Structure (XYZ):
```
15
Properties=species:S:1:pos:R:3:forces:R:3:lowdin_charge:R:1
H -2.44945 1.72133 -0.45359 1.236 -1.156 -2.028 -0.03
O -2.80076 2.43641 0.02002 -1.052 -0.076 2.480 -0.05
H 1.82105 2.47832 -0.46933 2.492 -0.352 0.154 0.08
H 2.77535 -0.70711 0.76949 1.659 -2.053 -1.529 0.09
O 3.42211 -1.22609 0.16195 -1.240 3.480 0.886 -0.08
H -2.25105 -2.83463 -0.10730 -2.072 -1.324 1.775 0.01
O -1.18476 -0.25933 0.19884 -1.767 1.972 0.626 -0.10
O -1.56592 -2.46032 -0.57622 1.617 -0.217 -3.038 -0.02
H -2.17273 -0.12391 0.34313 2.010 -0.485 -0.047 0.07
H 3.38203 -2.14703 0.30276 -0.468 -1.451 0.676 0.00
H -1.19543 -0.68010 -0.66609 -0.027 0.032 -0.116 0.02
H -2.94182 1.90128 0.84396 -0.126 1.469 -0.443 0.06
O 2.83691 2.42519 -0.50858 -2.152 0.305 -0.078 -0.09
H 3.13847 1.79707 0.15803 -0.333 0.070 -0.102 0.01
H -0.81399 -2.32108 -0.01708 0.224 -0.213 0.786 0.04
```
Forces are in eV/Å.

Calculated values
* total charge: 0
* energy: -382.1366 a.u.
* SMILES string: O.O.O.O.O
* LUMO energy: 0.0025 Eh
* energy relative to the best compared isomer or geometry (same formula, charge and spin): 54.9 kcal/mol

Density functional theory data (wB97M-V/def2-TZVPD) for a cluster of 5 separate species, H10O5 in total.

Structure (XYZ):
```
15
Properties=species:S:1:pos:R:3:forces:R:3:lowdin_charge:R:1
H -0.40222 -0.06779 0.37533 0.133 -0.036 -0.238 0.02
H -2.86507 -0.35763 -1.00665 0.134 0.103 0.069 0.08
H 2.82493 0.49681 2.57962 -0.133 -0.004 -0.069 0.06
H 1.58512 0.20950 3.43204 0.030 0.019 -0.131 0.06
H 0.09119 1.67840 -1.21264 -0.103 0.005 0.040 0.01
O -2.54570 0.22951 -0.30780 -0.183 -0.415 0.155 -0.04
O 0.83278 -2.12529 -2.06602 0.077 -0.157 0.143 -0.08
H 1.05984 -1.31579 -2.53308 -0.030 -0.010 0.065 0.02
O -0.74174 2.15330 -1.31858 -0.040 -0.111 0.017 -0.08
H -2.63297 -0.28421 0.50476 -0.138 0.105 -0.100 0.06
H 0.99363 -0.30114 0.99042 -0.241 0.153 -0.498 0.02
O 0.48932 -0.36463 0.15034 0.217 -0.054 0.703 -0.07
O 1.86776 0.38562 2.52641 0.133 -0.051 0.267 -0.04
H -1.41413 1.53492 -0.98570 0.283 0.281 -0.103 -0.02
H 0.85726 -1.87156 -1.12845 -0.140 0.172 -0.322 -0.01
```
Forces are in eV/Å.

Calculated values
* total charge: 0
* energy: -382.1939 a.u.
* SMILES string: O.O.O.O.O
* LUMO energy: 0.0063 Eh
* energy relative to the best compared isomer or geometry (same formula, charge and spin): 19.0 kcal/mol

Density functional theory data (wB97M-V/def2-TZVPD) for a structure of composition H10O5Rb.

Structure (XYZ):
```
16
Properties=species:S:1:pos:R:3:forces:R:3:lowdin_charge:R:1
O 1.57872 1.24116 -1.96675 -0.200 -0.427 0.165 -0.11
Rb -0.03165 -0.65156 -0.46683 0.270 -0.028 0.125 1.15
O -2.15362 0.60486 -1.94099 0.297 -0.166 0.265 -0.13
H -2.96589 0.55909 -2.44532 -0.269 -0.108 -0.181 0.06
H -0.52245 1.35329 2.28628 0.186 0.049 0.329 0.05
H -1.42373 -2.46424 2.72550 -0.138 -0.082 0.307 0.05
H 2.86136 -1.89340 0.91691 0.153 -0.279 0.243 0.04
H 2.18731 1.88817 -2.32340 0.263 0.144 -0.144 0.06
O 2.71492 -0.97498 0.69041 -0.515 0.053 -0.124 -0.11
O -0.88250 -2.12245 2.01382 0.219 0.398 -0.379 -0.10
H 0.80803 1.74989 -1.71483 -0.073 0.457 -0.023 0.01
O -0.85619 1.48641 1.39908 0.158 -0.135 -0.510 -0.11
H -1.76220 1.17968 1.43495 -0.402 0.053 0.118 0.04
H -1.04369 -2.71834 1.28227 -0.165 -0.476 0.030 0.01
H -1.91550 1.53188 -1.95312 -0.072 0.370 -0.058 0.04
H 3.40708 -0.76947 0.06201 0.287 0.177 -0.164 0.05
```
Forces are in eV/Å.

Calculated values
* total charge: +1
* energy: -406.1148 a.u.
* LUMO energy: -0.1201 Eh
* energy relative to the best compared isomer or geometry (same formula, charge and spin): 6.0 kcal/mol

Density functional theory data (wB97M-V/def2-TZVPD) for a cluster of 5 separate species, H11O5 in total in a non-equilibrium geometry.

Structure (XYZ):
```
16
Properties=species:S:1:pos:R:3:forces:R:3:lowdin_charge:R:1
O -1.06230 0.49867 -1.61799 -1.105 -1.782 2.186 0.02
H -0.94105 3.50832 1.53064 0.636 -0.713 -1.597 0.10
H 0.09145 -0.93669 0.78808 -2.143 1.690 -0.953 0.10
H 0.15907 0.40133 2.43492 -0.031 -0.524 1.413 0.07
H -1.03308 3.13991 -0.02509 0.068 0.048 0.581 0.06
O 1.64864 -2.58828 -0.68885 4.622 -1.476 0.399 -0.06
H -1.09584 -1.21891 -0.68103 1.734 0.901 2.363 0.18
O 0.28040 0.38004 1.50153 0.355 1.508 -0.362 -0.02
O -0.49621 3.02095 0.77574 -0.601 0.529 1.189 -0.07
O -0.49529 -1.50414 0.12222 1.676 -2.429 -2.296 0.09
H 2.57741 -2.81578 -1.13026 -3.171 0.982 0.092 0.18
H -0.36323 0.98729 -1.95964 1.822 1.325 -1.243 0.03
H 0.34129 -1.97207 -0.36621 -1.737 0.429 0.487 0.09
H 0.15340 1.36069 1.30664 -0.038 -1.070 -0.764 0.07
H -1.79806 0.51696 -2.19632 -0.957 0.364 -1.158 0.05
H 2.03338 -2.77828 0.20562 -1.129 0.218 -0.335 0.10
```
Forces are in eV/Å.

Calculated values
* total charge: +1
* energy: -382.5121 a.u.
* LUMO energy: -0.1191 Eh
* energy relative to the best compared isomer or geometry (same formula, charge and spin): 41.4 kcal/mol

Question: Which of these has the lowest LUMO energy?
Answer: H10O5Rb

Question: Number 2 is which compound?
Answer: H10O5

Question: Which formula does entry 2 have?
Answer: H10O5